One molecule with the formula C13H16N2O4S2. Source: OMol25; level of theory: wB97M-V/def2-TZVPD.

Summary:
HOMO energy: -8.86 eV
Energy relative to the best compared isomer or geometry (same formula, charge and spin): 0.0000 eV
Spin multiplicity: 1
LUMO energy: 0.514 eV
Structure (SMILES): COC(=O)c1cc(S(=O)(=O)NCCc2sccc2C)c[nH]1

Structure (XYZ):
```
37
Properties=species:S:1:pos:R:3:lowdin_charge:R:1
C -4.5938 -2.0831 1.6668 -0.0427
O -3.6308 -1.1008 1.3087 -0.0238
C -3.5056 -0.8588 0.0001 -0.4546
O -4.1370 -1.4273 -0.8625 0.1102
C -2.5111 0.1715 -0.2870 -0.1658
C -1.6887 0.9288 0.5262 0.0080
C -0.9361 1.7534 -0.3221 -0.2751
S 0.2877 2.9606 0.1353 0.6299
O -0.1223 3.5724 1.3605 -0.2766
O 0.5381 3.7597 -1.0261 -0.2875
N 1.6871 2.1356 0.4426 -0.1223
C 1.7992 1.3265 1.6270 -0.2311
C 1.5412 -0.1716 1.3819 -0.1806
C 2.5496 -0.7327 0.4374 -0.5068
S 4.1732 -1.0012 0.9953 1.0373
C 4.6651 -1.5236 -0.5658 -0.4090
C 3.6436 -1.4904 -1.4537 -0.1511
C 2.4222 -1.0348 -0.8881 -0.3313
C 1.1634 -0.9162 -1.6884 -0.0300
C -1.3240 1.4874 -1.6181 -0.0790
N -2.2681 0.5313 -1.5844 0.1160
H -4.5603 -2.1580 2.7502 0.0944
H -5.5879 -1.7789 1.3332 0.0991
H -4.3475 -3.0421 1.2064 0.0983
H -1.6506 0.9063 1.5955 0.1285
H 2.1567 1.7881 -0.3767 0.1095
H 2.8054 1.4498 2.0438 0.1136
H 1.0761 1.7373 2.3329 0.1121
H 0.5377 -0.3129 0.9781 0.0903
H 1.6059 -0.6875 2.3424 0.1165
H 5.6812 -1.8240 -0.7251 0.0594
H 3.7415 -1.7799 -2.4849 0.1086
H 0.2894 -1.1555 -1.0862 0.0752
H 1.1996 -1.5978 -2.5350 0.0823
H 1.0435 0.0980 -2.0722 0.0735
H -0.9803 1.9453 -2.5233 0.1327
H -2.7633 0.1252 -2.3646 0.1719
```

C13H17BeIN2 as an isolated structure. Source: OMol25; level of theory: wB97M-V/def2-TZVPD.

Summary:
HOMO energy: -6.52 eV
Energy relative to the best compared isomer or geometry (same formula, charge and spin): 1.4319 eV
Spin multiplicity: 1
LUMO energy: -1.217 eV

Structure (XYZ):
```
34
Properties=species:S:1:pos:R:3:lowdin_charge:R:1
C -5.5056 0.2948 0.3441 -0.1737
C -5.5075 1.5964 -0.4601 -0.1769
H -5.7039 -0.5635 -0.3047 0.0584
H -6.2893 0.3202 1.1083 0.0601
H -4.5492 0.1298 0.8464 0.0563
H -4.6417 1.6625 -1.1243 0.0564
H -6.4100 1.6596 -1.0775 0.0577
H -5.4992 2.4678 0.2017 0.0611
C 0.9753 -2.8463 0.1137 -0.1059
C 1.8471 -3.9151 -0.1620 -0.0304
C 2.9540 -3.6964 -0.9929 -0.0446
C 3.1272 -2.4243 -1.5103 -0.0037
H 0.1515 -2.9822 0.8178 0.1058
H 1.6634 -4.8898 0.2935 0.1126
H 3.6673 -4.4882 -1.2294 0.1163
H 3.9904 -2.1620 -2.1374 0.1075
N 1.1144 -1.6134 -0.4234 0.0700
C 2.2011 -1.4093 -1.2145 -0.1911
C 2.3812 -0.0426 -1.6837 -0.1633
N 1.4877 0.8626 -1.2051 0.0396
C 1.4730 2.1362 -1.6538 -0.0457
C 3.4529 1.6988 -2.9327 -0.0316
C 2.4635 2.5919 -2.5134 -0.0265
H 0.6629 2.7650 -1.2981 0.1071
H 2.4408 3.6524 -2.7978 0.1206
C 3.4185 0.3617 -2.5253 0.0129
H 4.1779 -0.3798 -2.8152 0.1122
H 4.2627 2.0305 -3.5807 0.1154
Be 0.4574 0.3034 -0.0613 -0.1340
C -0.8172 1.5545 0.1791 -0.3969
H -1.2027 1.7336 -0.8305 -0.0320
H -0.4395 2.5027 0.5887 -0.0170
H -1.6596 1.1930 0.7901 -0.0597
I 0.4321 0.0796 2.3009 0.2632
```

C13H17CaClO as an isolated structure. Source: OMol25; level of theory: wB97M-V/def2-TZVPD.

Summary:
HOMO energy: 0.06 eV
Spin multiplicity: 1
LUMO energy: 5.203 eV
Net charge: -2

Structure (XYZ):
```
33
Properties=species:S:1:pos:R:3:lowdin_charge:R:1
C -3.3459 -1.3916 -1.2217 -0.2953
C -2.2302 -1.6145 -2.0847 -0.2525
C -1.5872 -0.3638 -2.3054 -0.1893
H -1.9425 -2.5713 -2.5315 0.0749
C -2.2906 0.6280 -1.5754 -0.2001
C -3.3695 -0.0014 -0.8939 -0.2568
H -4.1489 0.5089 -0.3130 0.0688
H -4.1100 -2.1330 -0.9552 0.0649
H -0.7313 -0.1817 -2.9640 0.0791
H -2.0200 1.6844 -1.5127 0.0851
Ca -1.2227 -1.2501 0.5244 1.0560
Cl -0.0344 -3.1221 1.6802 -0.4515
C 3.4646 -0.0996 -0.8111 -0.2310
C 2.8228 1.0894 -1.2629 -0.2227
C 2.1860 0.7956 -2.5140 -0.2337
H 2.8266 2.0426 -0.7494 0.0403
C 2.4406 -0.5811 -2.8260 -0.2390
C 3.2249 -1.1289 -1.7656 -0.2328
H 3.5963 -2.1454 -1.7009 0.0385
H 4.0699 -0.1895 0.0856 0.0426
H 1.5676 1.4808 -3.0842 0.0390
H 2.0569 -1.1247 -3.6853 0.0381
C -1.3392 0.7064 3.4191 -0.0982
C -0.2313 1.1168 2.4555 -0.6392
C 1.2008 0.8664 2.9437 -0.0799
O -0.3942 0.5292 1.2067 -0.4895
H -1.2718 -0.3608 3.6618 0.0644
H -2.3179 0.9033 2.9651 0.0649
H -1.2563 1.2713 4.3452 0.0531
H -0.3169 2.2118 2.3223 0.1096
H 1.4588 -0.2068 2.8809 0.0715
H 1.8965 1.4144 2.2914 0.0690
H 1.3484 1.2169 3.9752 0.0519
```

C13H17ClHgN2O4 as an isolated structure. Source: OMol25; level of theory: wB97M-V/def2-TZVPD.

Summary:
HOMO energy: -7.99 eV
Spin multiplicity: 1
LUMO energy: -1.523 eV

Structure (XYZ):
```
38
Properties=species:S:1:pos:R:3:lowdin_charge:R:1
C 4.2868 3.4462 -0.9905 -0.1705
C 4.8676 2.4104 -1.9558 -0.1763
H 3.6687 4.1759 -1.5184 0.0579
H 5.0806 3.9971 -0.4772 0.0618
H 3.6665 2.9726 -0.2283 0.0556
H 4.0912 1.7508 -2.3443 0.0523
H 5.3505 2.8934 -2.8114 0.0583
H 5.6193 1.7878 -1.4642 0.0612
C -2.5047 1.5526 1.1520 -0.0769
C -3.8743 1.7403 1.2660 -0.0290
C -4.7470 0.7837 0.7386 -0.0295
C -4.2124 -0.3314 0.1123 0.0043
H -1.7712 2.2458 1.5344 0.1246
H -4.2485 2.6294 1.7651 0.1153
H -5.8234 0.9066 0.8150 0.1181
H -4.8674 -1.0951 -0.3093 0.1113
N -2.0153 0.4639 0.5359 -0.0178
C -2.8295 -0.5014 0.0070 -0.1925
C -2.1916 -1.6201 -0.6221 -0.2144
N -0.8382 -1.6572 -0.6579 -0.0373
C -0.1311 -2.6505 -1.2137 -0.0936
C -2.1862 -3.7361 -1.8016 -0.0317
C -0.7953 -3.7085 -1.7980 -0.0356
H 0.9425 -2.5706 -1.1778 0.0911
H -0.2078 -4.5070 -2.2478 0.1154
C -2.8714 -2.6820 -1.2083 0.0017
H -3.9599 -2.6731 -1.1939 0.1075
H -2.7321 -4.5587 -2.2555 0.1169
Hg 0.1010 0.0679 0.2400 1.1631
C 2.0236 -0.6324 -0.1122 -0.3056
H 2.0775 -0.7216 -1.1901 -0.0446
H 2.0915 -1.5999 0.3890 -0.0071
H 2.7717 0.0522 0.2727 -0.0243
O 0.5171 1.3222 4.4064 -0.3343
Cl 1.2596 0.2777 3.8327 0.6571
O 2.6350 0.5616 3.7641 -0.3197
O 0.9910 -0.9684 4.4173 -0.3240
O 0.7658 0.1759 2.3297 -0.6090
```

C13H17EuN6O3S as an isolated structure. Source: OMol25; level of theory: wB97M-V/def2-TZVPD.

Summary:
HOMO energy (spin up / spin down): -10.03 / -11.37 eV
Energy relative to the best compared isomer or geometry (same formula, charge and spin): 0.0000 eV
Spin multiplicity: 8
LUMO energy (spin up / spin down): -3.285 / -3.286 eV
Net charge: +1

Structure (XYZ):
```
41
Properties=species:S:1:pos:R:3:mulliken_spin:R:1
Eu 1.0248 -0.4293 0.0801 6.9667
N -3.2071 -0.3014 1.5858 0.0004
C -3.7303 -0.1213 0.2979 -0.0040
C -4.9545 0.3110 -0.1432 0.0001
C -5.1443 0.4398 -1.5428 0.0000
C -4.0791 0.1668 -2.3935 0.0007
C -2.7995 -0.2033 -1.9762 -0.0020
C -2.6173 -0.3215 -0.5965 -0.0068
N -1.4456 -0.5121 0.1780 0.0127
C -1.8564 -0.4865 1.4603 0.0010
C -1.0438 -0.7218 2.5965 -0.0086
C -1.4689 -1.0723 3.8855 -0.0027
S -0.1315 -1.4881 4.8939 0.0009
C 0.9281 -1.2127 3.5420 -0.0054
N 0.3727 -0.7742 2.4598 0.0225
H -3.7655 -0.2048 2.4027 0.0001
H -5.7663 0.4260 0.6431 0.0000
H -6.1019 0.6364 -2.0088 0.0000
H -4.2190 0.3668 -3.4721 0.0000
H -2.0229 -0.4371 -2.7092 -0.0001
H -2.4712 -1.1751 4.3500 0.0002
H 1.9678 -1.3943 3.6492 -0.0019
N 3.6830 0.0995 0.6595 0.0069
C 4.3976 0.5599 -0.5543 0.0072
C 3.8087 1.7625 -1.2381 -0.0086
C 2.3395 1.7488 -1.7768 0.0111
N 1.3233 1.9711 -0.7355 0.0044
H 3.8204 0.7577 1.4388 0.0012
H 4.0105 -0.8198 0.9250 0.0012
H 4.4267 -0.2656 -1.2864 -0.0015
H 5.4406 0.7818 -0.2963 -0.0006
H 4.5026 2.0624 -2.0706 0.0002
H 3.9197 2.5811 -0.5187 0.0003
H 2.1196 0.7682 -2.2489 0.0011
H 2.2561 2.4772 -2.6084 0.0004
H 0.5256 2.4854 -1.1932 0.0009
H 1.6600 2.6510 -0.0042 0.0015
O 1.0523 -2.9182 -0.1285 0.0012
N 1.0822 -2.7890 -1.4366 -0.0011
O 1.5770 -3.6833 -2.0698 0.0014
O 0.5863 -1.7215 -2.0395 -0.0009
```

C13H17HgIN2O as an isolated structure. Source: OMol25; level of theory: wB97M-V/def2-TZVPD.

Summary:
HOMO energy: -7.66 eV
Energy relative to the best compared isomer or geometry (same formula, charge and spin): 3.9840 eV
Spin multiplicity: 1
LUMO energy: 0.058 eV

Structure (XYZ):
```
35
Properties=species:S:1:pos:R:3:lowdin_charge:R:1
C 1.9820 3.0757 0.9524 -0.1686
C 3.2624 1.6820 0.1965 -0.1779
H 1.7397 3.9479 0.3228 0.0229
H 2.8770 3.3974 1.5919 0.0730
H 1.2730 2.8720 1.7568 0.0379
H 3.3645 1.0654 -0.7340 0.0428
H 3.9482 2.5335 -0.0988 0.0655
H 3.6235 1.0908 1.0546 0.0521
C -2.6166 1.3722 -0.4641 -0.1930
C -3.7886 1.2704 -1.1765 -0.0507
C -3.9649 0.1908 -2.0816 -0.0131
C -2.8631 -0.7097 -2.2124 0.0062
H -2.4335 2.2094 0.2076 0.1103
H -4.5696 1.9847 -1.0328 0.0954
H -4.8250 0.0453 -2.6450 0.0795
H -2.8935 -1.5468 -2.8858 0.0911
N -1.6024 0.5256 -0.5570 0.0350
C -1.7271 -0.5095 -1.4055 -0.2345
C -0.5766 -1.4658 -1.4784 -0.1969
N 0.5852 -1.0511 -0.9447 0.0469
C 1.5765 -1.9249 -0.7416 -0.1212
C 0.3753 -3.6480 -1.8841 -0.0575
C 1.4831 -3.2148 -1.2024 -0.0700
H 2.4228 -1.5317 -0.1880 0.1040
H 2.3356 -3.8645 -1.0319 0.1086
C -0.6882 -2.7646 -1.9995 -0.0071
H -1.6189 -3.0165 -2.5033 0.1010
H 0.2931 -4.6389 -2.3133 0.1117
Hg 1.1398 1.3510 -0.1992 0.7555
I 0.2674 2.7163 -2.3786 -0.0055
C 0.2753 -0.2827 2.5631 -0.3136
O 1.2624 -0.0079 1.6165 -0.4869
H -0.7700 -0.1174 2.2331 0.0481
H 0.4442 0.2988 3.4896 0.0509
H 0.4078 -1.3493 2.8244 0.0581
```

no.,F_max (eV/A)
1,0.938
2,2.372
3,1.727
4,4.900
5,3.666
6,4.149